DFT (wB97M-V/def2-TZVPD) results for a molecular structure, C4H8CdO3.

As for the net charge: +1. The multiplicity is 2. The expectation value of S² is 0.75. For the energy, the calculation gives -14973.8029 eV.

```
16
Properties=species:S:1:pos:R:3:forces:R:3:lowdin_spin:R:1
C -2.2699 -2.0449 -0.0868 -0.48 -0.56 0.22 0.2363
C -2.5205 -0.3234 -0.7551 -0.15 0.11 -1.22 0.2361
O -1.8094 0.4149 0.0367 -2.54 1.60 -0.55 0.2290
O -0.9960 -2.1394 0.1488 -1.28 -2.69 -0.73 0.2237
H -2.6891 -2.6735 -0.8889 0.20 0.13 0.27 0.0084
H -2.9226 -1.8981 0.7925 0.07 -0.01 -0.33 0.0212
H -3.6149 -0.2041 -0.7176 0.33 0.00 0.02 0.0085
Cd -0.1419 -0.4476 0.5606 1.55 0.55 2.09 0.0128
O 1.6141 0.0406 -0.1276 2.49 1.26 -1.25 0.0020
C 2.4775 0.9117 -0.2362 1.09 -1.10 0.86 0.0001
C 2.8557 1.8335 0.8516 -0.30 0.60 -0.30 0.0000
H 3.1641 0.8413 -1.0997 -0.50 0.23 -0.06 0.0000
H 2.0971 1.8854 1.6398 0.19 0.03 -0.16 0.0000
H 3.0440 2.8219 0.4038 -0.02 -0.17 0.32 0.0000
H 3.8167 1.4945 1.2727 -0.21 0.00 -0.19 0.0000
H -2.1050 -0.5127 -1.7949 -0.43 0.02 1.02 0.0219
```
Positions in Å, forces in eV/Å.